(1)
105
Properties=species:S:1:pos:R:3:forces:R:3:mulliken_charge:R:1 method="wB97M-V/def2-TZVPD" s_squared=0.764 lumo_energy_ev="-2.9 / -7.0" charge=+1 orbital_gap_ev="7.487 / 3.302" multiplicity=2
C 0.6311 -2.1099 -4.6134 -0.164 -1.032 1.010 -0.862
C -0.2761 -1.2138 -5.4496 0.691 -1.204 -1.230 -0.428
C 0.5887 -0.2946 -6.3089 1.842 0.645 0.860 -0.767
S 2.3581 -0.4736 -5.6135 -0.794 0.311 -0.555 1.017
O 2.8743 0.8635 -5.3391 -0.081 -0.887 0.060 -0.657
O 3.1385 -1.3852 -6.4225 -0.468 0.385 0.411 -0.639
C 1.7699 -1.2953 -4.0893 0.669 0.845 -0.371 0.408
H 1.0288 -3.0045 -5.0926 0.324 0.450 -1.140 0.514
H 0.0775 -2.7035 -3.8860 -0.340 0.815 0.797 0.444
H -0.9138 -0.5720 -4.8418 -0.251 -0.489 0.005 0.131
H -0.7811 -1.9555 -6.0685 -0.849 0.628 -0.060 0.394
H 0.3013 0.7371 -6.1062 0.307 0.081 -0.232 0.314
H 0.7871 -0.4068 -7.3748 -0.625 -0.520 0.043 0.449
H 1.4873 -0.3812 -3.5671 -0.335 -0.215 0.575 -0.834
H 2.5539 -1.8353 -3.5584 0.075 0.124 -0.233 0.466
C -2.4061 -0.1344 0.0066 0.988 0.464 -0.213 -0.884
C -1.5273 -0.3213 -1.2421 0.244 -0.008 0.242 -0.509
C -0.1838 0.3551 -0.9411 0.020 -0.497 1.306 0.177
S 0.1384 -0.0766 0.9142 -2.261 0.649 -2.032 1.201
O 0.4474 1.1119 1.6700 0.535 -0.132 0.006 -0.662
O 0.9669 -1.2628 1.0593 0.760 -0.098 0.237 -0.748
C -1.5763 -0.5869 1.1848 0.251 -1.065 0.426 -0.436
H -3.3022 -0.7456 -0.1006 -0.181 0.519 0.273 0.442
H -2.5353 0.9406 0.1320 -0.910 0.018 -0.163 0.312
H -2.0045 0.1456 -2.1037 0.118 0.049 -0.021 0.493
H -1.4257 -1.3869 -1.4476 0.204 -0.106 -0.059 0.296
H -0.3106 1.4374 -0.9644 0.206 0.063 0.089 -0.353
H 0.6772 0.0544 -1.5380 -0.093 -0.019 0.145 -0.190
H -1.8862 -0.3171 2.1944 -0.047 0.427 -0.244 0.555
H -1.5367 -1.6762 1.1839 0.115 -0.189 0.016 0.010
C -0.6392 6.1896 0.9194 -1.513 2.379 0.835 -0.746
C -0.0206 4.9409 1.4340 0.021 -1.919 0.792 0.099
C -1.1158 3.8739 1.7928 0.799 0.296 0.095 0.291
S -2.5789 4.7867 2.2340 0.289 1.917 -0.652 1.108
O -2.4649 5.3540 3.5989 -0.264 -1.284 -2.038 -0.668
O -3.7258 4.0173 1.7679 0.395 0.558 0.891 -0.663
C -2.1724 6.1675 0.9852 -0.682 -2.278 0.467 -0.452
H -0.3057 6.4506 -0.0850 -0.056 0.149 0.191 0.388
H -0.3656 6.9566 1.6440 0.362 0.470 -0.536 0.342
H 0.5338 5.1802 2.3414 0.163 -0.220 -0.131 0.506
H 0.6675 4.6030 0.6591 0.052 -0.633 0.347 -0.496
H -0.9455 3.2516 2.6713 0.532 -0.027 -0.139 0.412
H -1.3309 3.2341 0.9370 -0.287 0.132 0.060 -0.596
H -2.7820 7.0225 1.2776 0.528 0.173 -0.133 0.550
H -2.5493 5.6979 0.0766 -0.324 0.273 -0.051 -0.097
N -2.2464 -0.8238 5.9385 0.815 -0.240 -0.983 0.072
C -2.0246 -1.9824 5.2377 -1.854 -0.497 -0.026 -1.367
C -1.1337 -1.7388 4.2160 0.136 -1.720 1.106 0.504
C -0.6309 -0.4707 4.4431 0.123 1.491 -0.334 -0.100
C -1.4108 0.1096 5.4160 0.680 1.019 1.068 -1.151
H -2.9280 -0.6373 6.6601 0.163 -0.301 -0.201 0.219
H -2.6956 -2.7974 5.4658 0.298 -0.257 -0.256 0.442
H -0.7781 -2.4361 3.4719 -0.162 -0.153 0.114 0.725
H 0.1999 -0.0571 3.8908 -0.306 0.515 0.099 0.303
H -1.3830 1.0687 5.9116 0.222 0.110 -0.346 0.439
N 2.4558 -1.8798 3.6577 0.045 0.487 0.474 0.363
C 2.5788 -3.2110 4.0385 0.028 3.460 -1.345 -0.102
C 3.5847 -3.1778 5.0137 1.282 0.619 1.585 -0.535
C 4.0085 -1.8537 5.2358 0.375 -1.947 1.136 -0.581
C 3.2546 -1.0126 4.4320 -1.388 -2.252 -1.512 -0.106
H 1.9439 -1.4602 2.8948 -0.708 -0.599 -0.529 0.211
H 2.0325 -4.0091 3.5579 -0.017 0.028 -0.008 0.493
H 3.9184 -4.0570 5.5448 0.143 0.128 -0.006 0.440
H 4.7443 -1.5704 5.9739 -0.076 0.076 -0.111 0.445
H 3.1549 0.0579 4.3297 0.166 -0.060 -0.032 0.500
N 0.0169 3.3501 -2.8549 1.550 -1.403 -0.828 0.165
C -0.8968 2.5226 -3.4177 -1.858 -0.035 0.253 -0.969
C -2.1724 3.0488 -3.1640 1.794 0.443 1.301 -1.094
C -1.8944 4.1853 -2.3360 -0.789 1.002 -0.488 -0.676
C -0.5257 4.4006 -2.2201 -1.346 -0.552 0.004 -0.370
H 0.9959 3.1032 -2.8824 0.025 0.411 0.118 0.586
H -0.6539 1.5255 -3.7540 0.346 0.258 -0.387 0.989
H -3.1731 2.7006 -3.3728 0.290 -0.217 -0.222 0.451
H -2.6772 4.8555 -2.0127 0.128 0.091 0.132 0.505
H 0.0990 5.1670 -1.7856 -0.261 -0.104 -0.036 0.552
N 1.5378 -3.9931 -0.1374 0.232 -0.659 -0.084 0.347
C 1.0630 -4.9623 0.7264 0.566 -1.072 -1.278 -0.242
C 1.7643 -6.1397 0.3372 -2.734 0.002 3.659 -0.718
C 2.7304 -5.8234 -0.5365 1.777 -0.799 -1.708 -0.612
C 2.5130 -4.5562 -0.9167 0.642 2.577 -0.634 -0.452
H 1.3083 -3.0106 -0.1844 -0.206 -0.220 0.332 0.197
H 0.2371 -4.7695 1.3951 0.014 -0.121 -0.178 0.318
H 1.6275 -7.1638 0.6518 -0.253 0.222 0.607 0.413
H 3.5344 -6.5076 -0.7643 -0.158 0.192 -0.713 0.425
H 3.0065 -3.9469 -1.6595 0.143 -0.014 0.136 0.373
N 3.3523 2.5885 -3.1392 0.355 1.604 -1.236 0.120
C 3.2877 3.9400 -2.9372 0.077 -0.281 1.647 -0.621
C 2.8714 4.1183 -1.5908 0.390 0.070 -1.449 -0.935
C 2.6614 2.8218 -1.0429 -0.319 0.209 -0.423 -0.189
C 2.9336 1.9434 -2.0598 0.430 -1.862 0.943 -0.997
H 3.7631 2.1743 -3.9638 -0.436 -0.208 -0.002 0.325
H 3.6275 4.5792 -3.7387 -0.185 0.285 0.345 0.449
H 2.7523 5.0763 -1.1065 -0.037 -0.086 0.001 0.553
H 2.2656 2.5030 -0.0900 0.112 0.353 0.117 0.588
H 3.0205 0.8670 -2.0731 -0.233 -0.038 0.266 0.671
N -4.0481 -3.9356 0.2087 -0.875 0.840 -0.236 0.038
C -4.1963 -3.2670 1.4054 1.122 -1.306 -0.217 -0.756
C -3.3690 -3.9339 2.3009 0.027 0.669 -0.217 -0.262
C -2.6383 -4.9315 1.5991 -1.473 -0.659 -1.847 -0.588
C -3.1773 -4.9861 0.2661 0.921 1.431 2.172 -0.704
H -4.6492 -3.6694 -0.5581 0.371 -0.387 -0.195 0.221
H -4.7480 -2.3396 1.4494 -0.251 -0.336 0.231 0.496
H -3.3250 -3.6877 3.3515 0.285 -0.041 -0.113 0.521
H -1.9268 -5.6423 1.9925 -0.097 0.085 0.060 0.634
H -2.9091 -5.4993 -0.6456 -0.019 -0.247 0.328 0.406



(2)
114
Properties=species:S:1:pos:R:3:forces:R:3:mulliken_charge:R:1 method="wB97M-V/def2-TZVPD" lumo_energy_ev=-0.3 charge=0 orbital_gap_ev=10.237
C 4.8260 -1.0379 0.4966 -0.652 0.434 0.941 -1.552
C 4.4483 -1.1889 -0.9546 -0.230 1.490 0.961 1.704
C 4.7743 0.0464 -1.8181 -0.265 0.284 0.821 0.305
O 5.3338 -0.5145 -2.9716 0.206 -1.069 -0.638 -0.392
C 5.6234 -1.8349 -2.7329 2.335 0.283 -2.481 0.546
O 6.2449 -2.5029 -3.5353 -1.424 0.706 1.403 -0.598
O 5.2923 -2.1694 -1.5045 -0.312 -1.285 -0.070 -0.453
H 4.2329 -0.2506 0.9989 0.053 -0.299 -0.440 0.249
H 5.8573 -0.7254 0.5910 0.372 -0.092 -0.075 0.534
H 4.6804 -1.9546 1.0860 0.056 0.102 -0.384 0.161
H 3.3906 -1.4294 -1.0739 0.066 -0.398 -0.088 -0.576
H 5.4875 0.7332 -1.3411 0.003 -0.257 -0.031 0.367
H 3.8973 0.6105 -2.0887 -0.317 0.093 0.011 -0.298
C -0.4533 -0.9962 -6.0757 0.575 -0.339 1.822 -1.164
C 0.6476 -1.7599 -5.3470 1.032 -1.604 -1.122 0.171
C 1.9204 -0.9972 -4.9151 -0.384 0.216 -1.519 0.077
O 2.0314 -1.2261 -3.5556 -0.138 -0.327 2.555 -0.055
C 0.9314 -1.8419 -3.0655 -0.471 -0.340 -0.426 0.402
O 0.6121 -1.9648 -1.9096 0.750 0.134 -1.240 -0.495
O 0.2178 -2.3322 -4.1179 -0.748 0.551 1.475 -0.353
H -0.7914 -0.2346 -5.3577 -0.267 0.064 -0.590 0.136
H -1.2289 -1.7229 -6.2914 -0.300 0.208 -0.157 0.379
H -0.0592 -0.5595 -6.9755 0.049 0.290 -0.361 0.395
H 0.8951 -2.6626 -5.9316 0.196 0.524 -0.133 0.288
H 1.7226 0.0545 -5.0367 0.290 0.634 -0.346 -0.268
H 2.8614 -1.2913 -5.3980 -0.447 0.082 -0.028 0.359
C 2.1922 -3.3264 2.7829 0.292 -0.582 -0.114 -0.846
C 3.4137 -3.2336 3.6949 -1.129 -0.193 -0.328 0.637
C 3.3725 -2.0507 4.6411 0.476 1.007 0.321 0.054
O 4.0197 -2.5817 5.7809 1.267 0.670 0.713 -0.388
C 3.9404 -3.9105 5.7896 -0.928 -0.616 2.266 0.563
O 4.1884 -4.5701 6.7776 -0.049 0.494 -2.041 -0.580
O 3.3410 -4.3124 4.6529 0.516 -0.785 -0.092 -0.426
H 1.8791 -2.3601 2.4246 0.047 0.459 0.022 -0.083
H 1.3435 -3.7609 3.3282 0.313 0.070 -0.106 0.450
H 2.4241 -3.9374 1.9035 -0.208 -0.044 0.214 0.353
H 4.3456 -3.4165 3.1426 -0.090 0.653 0.141 0.243
H 2.3927 -1.7568 4.9982 -0.695 -0.318 -0.503 -0.040
H 3.8458 -1.0807 4.3925 0.166 -0.844 -0.392 0.213
C -3.2186 -3.2095 -3.5669 0.926 0.399 2.147 -1.611
C -3.4208 -2.4788 -2.2038 1.477 -0.540 -1.267 1.783
C -4.5505 -1.5381 -2.1130 -1.900 0.837 -0.473 -0.115
O -4.9509 -1.7125 -0.7879 -0.709 -0.012 1.219 -0.312
C -4.6019 -2.9675 -0.3623 -3.406 0.898 1.717 0.625
O -5.1963 -3.4850 0.5545 1.558 0.233 -0.892 -0.616
O -3.7186 -3.4591 -1.1665 1.542 -0.854 -1.409 -0.394
H -2.3296 -3.8088 -3.3840 0.228 -0.054 -0.489 0.418
H -3.0330 -2.4973 -4.3636 -0.114 0.000 -0.119 0.315
H -4.0104 -3.9075 -3.7580 -0.676 0.008 -0.234 0.399
H -2.5217 -1.9408 -1.8731 0.173 -0.469 -0.251 -0.922
H -5.3834 -1.8099 -2.7961 0.275 -0.064 0.256 0.260
H -4.4185 -0.4512 -2.2338 0.678 -0.489 -0.239 0.112
C -3.1117 3.8434 -1.0003 -0.947 -0.700 0.035 -0.840
C -4.3355 3.3620 -0.2242 1.447 0.268 1.519 0.254
C -5.3383 2.5145 -0.9350 0.317 -1.954 -0.686 -0.608
O -5.1849 1.1872 -0.3256 0.244 0.505 -0.493 -0.297
C -4.1903 1.2113 0.5704 -0.430 0.747 2.019 0.543
O -3.8028 0.2954 1.2341 0.042 0.098 -0.754 -0.428
O -3.7890 2.5065 0.8226 -0.479 -1.217 -1.033 -0.259
H -2.4332 4.3290 -0.3002 -0.047 0.188 -0.295 0.273
H -3.4742 4.4980 -1.7882 0.470 0.202 -0.219 0.471
H -2.6187 2.9366 -1.4058 -0.154 0.587 -0.037 0.009
H -4.8317 4.1133 0.3619 -0.116 0.856 -0.193 0.406
H -5.0954 2.3485 -1.9890 -0.102 0.354 0.016 0.254
H -6.3686 2.8077 -0.8408 -0.310 0.175 0.180 0.300
C 1.5813 3.6744 -2.3337 0.056 -1.069 1.075 -1.426
C 1.2622 2.6135 -3.4009 1.837 1.185 1.236 2.243
C -0.1615 2.5042 -3.7278 -2.105 0.493 -1.100 0.458
O -0.1877 2.4463 -5.1768 0.183 0.201 -0.009 -0.444
C 0.9947 2.9298 -5.6466 0.663 0.271 -0.747 0.512
O 1.2436 3.2158 -6.7889 -0.574 -0.522 1.334 -0.564
O 1.8871 3.0325 -4.6275 -0.539 -0.238 -0.523 -0.472
H 2.6390 3.6182 -2.0268 -0.412 0.034 -0.251 0.291
H 0.9908 3.4192 -1.4337 0.281 0.012 -0.276 0.100
H 1.3341 4.7032 -2.5696 -0.100 0.013 -0.626 0.462
H 1.6710 1.6508 -3.0944 0.198 -0.006 -0.022 -0.997
H -0.7623 3.3684 -3.4123 0.305 0.113 -0.133 -0.003
H -0.6998 1.6498 -3.3528 0.226 -0.561 0.157 -0.147
O -0.0132 4.2723 5.5889 0.006 -0.065 -1.740 -0.593
C 0.0290 3.9732 4.4189 -0.981 -0.615 0.287 0.365
O -1.0953 4.0210 3.5745 1.267 -0.053 0.602 -0.437
C -0.7596 3.3775 2.3089 -0.091 0.221 0.813 0.590
C 0.7597 3.5342 2.1628 -1.086 -0.383 0.257 0.039
C 1.1612 3.2911 3.6368 -0.284 0.683 0.062 -0.135
H -1.3244 3.9164 1.5558 -0.102 -0.244 -0.142 -0.196
H -1.0701 2.3244 2.3948 0.002 0.249 -0.253 -0.152
H 0.8769 4.5710 1.8136 0.652 -0.319 0.301 0.401
H 1.1122 2.8251 1.3998 0.312 0.276 0.410 -0.131
H 2.1096 3.7130 3.9734 -0.025 -0.274 -0.161 0.424
H 1.0558 2.2321 3.9527 0.362 0.353 -0.443 -0.143
O 2.1821 0.9325 -0.4576 0.311 0.179 -0.084 -0.610
C 1.0842 0.5135 -0.2186 -0.078 0.847 -0.917 -0.915
O 0.0170 0.9608 -0.9283 -0.499 -0.013 -0.161 0.346
C -1.2259 0.3850 -0.4525 0.424 -0.799 1.076 1.015
C -0.8091 -0.8281 0.4551 1.551 0.279 -0.715 -0.710
C 0.6833 -0.4557 0.7855 -0.963 -1.116 1.055 0.822
H -1.8635 0.1270 -1.3034 0.292 -0.055 0.013 0.171
H -1.7374 1.1214 0.1575 0.046 0.236 -0.024 -0.874
H -0.8150 -1.7752 -0.0919 -0.146 0.292 0.030 0.306
H -1.3514 -0.9539 1.3736 -0.603 0.270 0.146 0.473
H 1.4065 -1.2775 0.7427 -0.382 0.017 -0.020 -0.506
H 0.7662 -0.0163 1.7955 -0.019 -0.047 -0.341 0.346
O 0.2880 -0.3173 4.1689 0.328 0.561 -0.680 -0.341
C -0.6079 -0.6090 4.9074 0.417 -1.054 0.904 0.291
O -0.3502 -1.2630 6.0573 -0.400 0.267 0.045 -0.423
C -1.6051 -1.4687 6.7945 1.132 -0.318 -0.722 -0.511
C -2.6903 -1.4886 5.6861 0.136 0.366 1.468 -0.561
C -2.0803 -0.4452 4.7398 -0.283 -0.124 -0.482 0.341
H -1.6796 -0.6237 7.4730 -0.362 0.096 0.085 0.263
H -1.3803 -2.3673 7.3679 -0.642 -0.074 -0.072 0.344
H -3.6360 -1.1998 6.1725 0.203 0.026 -0.578 0.324
H -2.8210 -2.4937 5.2717 0.226 0.324 -0.171 0.300
H -2.2968 0.5852 5.0287 -0.307 -0.008 0.034 0.310
H -2.2782 -0.5566 3.6765 -0.430 0.031 0.015 -0.289



Number 1: strongest force on any atom 0.0888 Eh/bohr. Number 2: strongest force on any atom 0.0762 Eh/bohr.